No. 1
The following is a quantum chemistry calculation of a structure of composition C5H8O2S, from OMol25.

Structure (XYZ):
```
16
Properties=species:S:1:pos:R:3:mulliken_charge:R:1
C -0.609 1.752 -0.062 -0.750
C -1.796 1.532 -0.607 -0.261
C -0.001 0.440 0.451 -0.203
C 1.403 -1.498 0.090 -1.063
C 1.348 0.001 -0.050 -0.276
O -1.564 -1.206 -1.225 -0.567
O -2.371 -0.747 1.012 -0.598
S -1.613 -0.301 -0.138 0.858
H -0.201 2.687 0.244 0.372
H -2.717 1.882 -1.023 0.448
H -0.198 0.303 1.461 0.489
H 0.433 -1.973 0.168 0.392
H 2.153 -1.627 0.943 0.254
H 1.915 -1.993 -0.742 0.273
H 1.701 0.323 -1.109 0.272
H 2.115 0.426 0.587 0.358
```

Results
lowest unoccupied orbital energy	0.81	eV
gap between HOMO and LUMO	11.1	eV
molecular weight	132.2	g mol⁻¹
DFT total energy	-743.876379	hartree


No. 2
The following is a quantum chemistry calculation of a cluster of 4 separate species, CH10O3S2 in total, from OMol25.

Structure (XYZ):
```
16
Properties=species:S:1:pos:R:3:mulliken_charge:R:1
C 0.354 0.530 2.665 -1.103
S 0.056 0.676 0.847 0.013
S 1.871 1.494 0.336 -0.258
H 1.033 1.120 3.079 0.465
H 0.690 -0.255 3.161 0.468
H -0.686 0.793 2.949 0.214
H 2.543 0.338 -0.056 0.184
O -2.916 0.622 -1.912 -0.601
H -2.504 1.141 -1.247 0.306
H -3.844 0.687 -1.548 0.314
O -1.500 -1.803 -1.604 -0.681
H -2.214 -2.096 -2.137 0.279
H -1.165 -0.917 -1.913 0.323
O 0.954 -2.875 -0.882 -0.608
H 0.142 -2.497 -1.182 0.401
H 0.748 -3.773 -0.834 0.284
```

Results
lowest unoccupied orbital energy	0.37	eV
gap between HOMO and LUMO	9.6	eV
molecular weight	134.2	g mol⁻¹
DFT total energy	-1066.132604	hartree
SMILES	CSS.O.O.O


No. 3
The following is a quantum chemistry calculation of a cluster of 2 separate species, C3H11O in total, from OMol25.

Structure (XYZ):
```
15
Properties=species:S:1:pos:R:3:mulliken_charge:R:1
O 2.316 -0.653 0.543 -0.386
H 2.792 -0.111 1.194 0.446
H 2.838 -0.745 -0.234 0.465
H 1.425 -0.184 0.197 0.332
C -0.449 0.120 -1.422 -1.138
C -1.451 0.533 -0.278 0.203
C -1.088 0.121 1.085 -1.437
H 0.175 0.973 -1.843 0.284
H -0.954 -0.436 -2.282 0.304
H 0.222 -0.735 -1.068 0.298
H -2.463 0.244 -0.670 0.318
H -1.568 1.597 -0.303 0.303
H -1.950 0.226 1.764 0.315
H -0.782 -0.939 1.016 0.426
H -0.327 0.686 1.571 0.267
```

Results
lowest unoccupied orbital energy	-4.97	eV
gap between HOMO and LUMO	10.0	eV
molecular weight	63.1	g mol⁻¹
DFT total energy	-195.790680	hartree
charge	+1


No. 4
The following is a quantum chemistry calculation of a structure of composition C11H42O10, from OMol25.

Structure (XYZ):
```
63
Properties=species:S:1:pos:R:3:mulliken_charge:R:1
C -0.229 0.897 3.231 -0.678
O 0.312 2.144 2.870 -0.435
H 0.389 0.069 2.882 0.169
H -0.295 0.752 4.309 0.446
H -1.200 0.857 2.738 0.303
H -0.124 2.808 3.410 0.340
C 0.196 0.237 0.213 0.904
O -0.708 -0.775 -0.150 -0.228
H 0.474 1.004 -0.510 1.307
H -0.061 0.790 1.117 -1.896
H 1.124 -0.247 0.516 -0.291
H -0.361 -1.217 -0.928 0.383
C 2.509 2.718 1.593 -1.170
O 1.325 2.160 1.127 -0.790
H 2.464 3.535 2.313 0.321
H 3.187 2.003 2.058 0.187
H 3.078 3.062 0.729 0.381
H 0.764 2.036 1.896 0.714
C 3.405 -0.720 0.686 -0.483
O 4.390 -1.662 0.708 -0.571
H 2.508 -1.017 1.230 0.325
H 3.788 0.210 1.107 0.275
H 2.973 -0.470 -0.283 0.443
H 5.171 -1.401 0.214 0.350
C -2.459 -2.137 0.219 -0.683
O -1.901 -1.487 1.434 -0.767
H -3.140 -1.512 -0.358 -0.035
H -1.696 -2.530 -0.454 0.322
H -3.190 -2.851 0.597 0.451
H -1.214 -0.900 1.111 0.531
C 0.164 -4.240 -1.000 -0.611
O -0.636 -3.434 -1.933 -0.823
H -0.546 -4.948 -0.572 0.302
H 0.906 -4.874 -1.485 0.267
H 0.442 -3.538 -0.214 0.148
H -0.305 -2.536 -2.004 0.856
C -2.484 -0.052 -2.654 0.283
O -2.406 1.328 -2.626 -0.782
H -2.564 -0.324 -3.706 0.397
H -1.545 -0.460 -2.282 -0.476
H -3.350 -0.272 -2.029 0.166
H -2.457 1.550 -1.694 0.484
C 2.020 2.285 -1.771 -1.080
O 2.145 1.372 -0.693 -0.633
H 2.465 3.230 -1.457 0.301
H 2.534 2.021 -2.695 0.286
H 0.976 2.506 -1.994 0.309
H 1.720 1.759 0.075 1.261
C 1.634 -1.622 -1.305 -1.145
O 0.288 -1.708 -1.886 -0.958
H 1.727 -2.008 -0.290 0.467
H 2.390 -2.131 -1.903 0.321
H 1.911 -0.577 -1.165 0.387
H 0.308 -1.557 -2.834 0.420
C -3.825 1.008 0.681 -0.980
C -2.563 1.858 0.519 0.210
O -1.812 1.395 -0.550 -0.598
H -3.613 -0.061 0.639 0.148
H -4.648 1.184 -0.012 0.262
H -4.233 1.087 1.688 0.404
H -1.971 1.883 1.434 -0.099
H -2.801 2.906 0.341 0.499
H -1.351 0.609 -0.247 -0.115
```

Results
lowest unoccupied orbital energy	-0.07	eV
gap between HOMO and LUMO	8.6	eV
molecular weight	334.4	g mol⁻¹
DFT total energy	-1196.019066	hartree


No. 5
The following is a quantum chemistry calculation of a cluster of 2 separate species, C10H16O in total, from OMol25.

Structure (XYZ):
```
27
Properties=species:S:1:pos:R:3:mulliken_charge:R:1
C 0.172 3.588 -2.240 -0.753
C 1.693 3.514 -2.055 -0.769
H -0.094 4.658 -2.224 0.289
H -0.075 3.007 -3.139 0.279
H -0.397 3.230 -1.353 0.183
H 2.116 3.748 -3.020 0.280
H 2.004 2.471 -1.920 0.180
H 1.981 4.050 -1.157 0.313
C -2.015 -0.693 1.060 -0.264
C -2.823 -0.695 2.334 -1.537
C -0.751 -1.403 0.868 0.688
C -0.321 -1.292 -0.510 -0.806
C -0.082 -2.199 1.816 -0.559
C 0.999 -1.642 -0.733 -0.386
C 1.225 -2.503 1.533 -0.292
C 1.798 -2.190 0.263 0.687
O 3.056 -2.478 0.043 -0.440
H -2.725 -0.986 0.246 0.418
H -2.062 0.363 0.800 0.391
H -3.854 -0.366 2.244 0.385
H -0.832 -0.769 -1.292 0.441
H -0.367 -2.130 2.863 0.374
H 1.405 -1.750 -1.729 0.341
H 1.939 -2.976 2.203 0.428
H 3.380 -2.719 -0.833 0.381
H -2.406 -0.129 3.183 0.359
H -2.963 -1.709 2.748 0.388
```

Results
lowest unoccupied orbital energy (spin up / spin down)	-3.98 / -7.46	eV
gap between HOMO and LUMO (spin up / spin down)	9.8 / 6.3	eV
molecular weight	152.2	g mol⁻¹
DFT total energy	-465.529671	hartree
multiplicity	2
charge	+1
<S²>	0.765


What did the third record say?
The following is a quantum chemistry calculation of a cluster of 2 separate species, C3H11O in total, from OMol25.

Structure (XYZ):
```
15
Properties=species:S:1:pos:R:3:mulliken_charge:R:1
O 2.316 -0.653 0.543 -0.386
H 2.792 -0.111 1.194 0.446
H 2.838 -0.745 -0.234 0.465
H 1.425 -0.184 0.197 0.332
C -0.449 0.120 -1.422 -1.138
C -1.451 0.533 -0.278 0.203
C -1.088 0.121 1.085 -1.437
H 0.175 0.973 -1.843 0.284
H -0.954 -0.436 -2.282 0.304
H 0.222 -0.735 -1.068 0.298
H -2.463 0.244 -0.670 0.318
H -1.568 1.597 -0.303 0.303
H -1.950 0.226 1.764 0.315
H -0.782 -0.939 1.016 0.426
H -0.327 0.686 1.571 0.267
```

Results
lowest unoccupied orbital energy	-4.97	eV
gap between HOMO and LUMO	10.0	eV
molecular weight	63.1	g mol⁻¹
DFT total energy	-195.790680	hartree
charge	+1


Which value of molecular weight does entry 5 give?
152.2 g mol⁻¹


DFT total energy of number 2 (CH10O3S2)?
-1066.132604 hartree